2 unconnected molecules or ions with the total composition C3HO3, computed with wB97M-V/def2-TZVPD.

Computed properties:
**Max |F|**: 5.25 eV/A
**Total charge**: -1
**E_HOMO (alpha / beta)**: -0.1075 / -0.1075 hartree

Each atom is followed by the atoms it is bonded to, with distances in Å.
Cartesian coordinates (Å):
1 C -0.23115 -1.78025 1.26667  C2 1.188, H7 0.982
2 C -0.59820 -0.91481 0.54099  C1 1.188, O6 1.255
3 C 0.46842 1.59105 -1.11406  O4 1.168, O5 1.133
4 O -0.47598 2.20643 -1.41959  C3 1.168
5 O 1.51465 1.18595 -0.95478  C3 1.133
6 O -1.00637 0.00368 -0.21031  C2 1.255
7 H 0.32863 -2.29206 1.89107  C1 0.982